[1]
Below is C26H12Br4N2O2RuS2Se3Te as an isolated structure, with properties calculated with ωB97M-V with the def2-TZVPD basis set.

Calculated values
orbital gap (alpha / beta) = 0.1985 / 0.1955 hartree
expectation value of S² = 0.7577
HOMO energy (alpha / beta) = -4.17 / -4.11 eV
energy relative to the best compared isomer or geometry (same formula, charge and spin) = 1.59 kcal/mol
LUMO level (alpha / beta) = 1.23 / 1.21 eV

The geometry in ORCA input format:
```
! wB97M-V def2-TZVPD RIJCOSX def2/J DEFGRID3
* xyz -1 2
Ru -0.568 -0.382 -1.145
Br 1.740 -6.766 0.045
C 1.236 -4.960 0.299
C 1.068 -4.439 1.574
Br 1.372 -5.519 3.096
C 0.653 -3.114 1.734
Br 0.343 -2.355 3.437
C 0.404 -2.282 0.640
O -0.041 -1.061 0.759
C 0.603 -2.816 -0.666
O 0.326 -2.049 -1.712
C 0.999 -4.140 -0.811
Br 1.127 -4.783 -2.583
Se 1.323 1.033 -0.968
Se 1.563 2.300 -2.979
Te 0.877 0.449 -4.524
Se -1.349 0.149 -3.471
S -3.093 5.785 1.162
C -2.431 7.121 0.326
C -1.808 6.738 -0.822
C -1.864 5.334 -1.028
C -2.533 4.681 -0.033
C -2.775 3.240 0.072
C -1.797 2.364 -0.440
N -1.942 1.056 -0.444
C -3.093 0.534 0.052
C -4.094 1.314 0.633
C -5.257 0.655 1.163
C -5.405 -0.685 1.079
C -4.414 -1.500 0.433
C -4.506 -2.894 0.286
C -3.521 -3.581 -0.386
C -2.449 -2.844 -0.936
N -2.321 -1.551 -0.757
C -3.276 -0.879 -0.078
C -3.508 -5.039 -0.532
C -2.405 -5.843 -0.587
C -2.732 -7.218 -0.717
C -4.075 -7.432 -0.753
S -4.955 -5.969 -0.619
C -3.913 2.705 0.632
H -2.528 8.116 0.728
H -1.322 7.427 -1.496
H -1.436 4.827 -1.883
H -0.864 2.740 -0.842
H -6.019 1.262 1.635
H -6.285 -1.166 1.487
H -5.344 -3.424 0.726
H -1.685 -3.323 -1.537
H -1.392 -5.468 -0.518
H -1.993 -8.002 -0.777
H -4.596 -8.370 -0.852
H -4.685 3.349 1.040
*
```

[2]
Below is C26H13Cl6FIrN2O2S2 as an isolated structure, with properties calculated with ωB97M-V with the def2-TZVPD basis set.

Calculated values
orbital gap (alpha / beta) = 0.2022 / 0.1934 hartree
expectation value of S² = 0.7637
HOMO energy (alpha / beta) = -1.32 / -1.08 eV
energy relative to the best compared isomer or geometry (same formula, charge and spin) = 6.43 kcal/mol
LUMO level (alpha / beta) = 4.19 / 4.18 eV

The geometry in ORCA input format:
```
! wB97M-V def2-TZVPD RIJCOSX def2/J DEFGRID3
* xyz -2 2
Ir -0.115 0.184 -0.658
S -1.779 -1.002 0.487
C -1.901 -0.303 2.069
N -1.156 0.661 2.511
C -1.484 1.018 3.798
C -0.862 2.028 4.532
C -1.278 2.277 5.829
C -2.310 1.538 6.409
C -2.948 0.537 5.690
C -2.529 0.285 4.391
S -3.110 -0.874 3.237
H -0.077 2.608 4.063
H -0.800 3.064 6.401
H -2.623 1.751 7.424
H -3.757 -0.030 6.134
Cl 4.277 -0.518 -5.842
C 3.119 -0.843 -4.589
C 2.727 -2.141 -4.324
Cl 3.396 -3.467 -5.224
C 1.785 -2.386 -3.314
Cl 1.277 -4.004 -2.944
C 1.223 -1.350 -2.575
O 0.322 -1.557 -1.639
C 1.640 0.000 -2.839
O 1.124 0.968 -2.132
C 2.581 0.216 -3.846
Cl 3.059 1.853 -4.154
Cl -1.271 4.175 1.622
C -2.136 3.883 0.131
C -3.137 4.744 -0.240
C -3.866 4.541 -1.414
C -3.560 3.420 -2.182
C -2.561 2.554 -1.806
Cl -2.253 1.133 -2.777
C -1.748 2.720 -0.630
N -0.779 1.939 -0.279
H -3.351 5.589 0.404
H -4.650 5.224 -1.710
H -4.112 3.204 -3.089
F 1.869 -4.701 3.630
C 1.829 -3.588 2.837
C 1.593 -2.363 3.421
C 1.554 -1.240 2.603
C 1.729 -1.330 1.222
C 1.659 -0.125 0.342
C 2.000 -2.591 0.687
C 2.046 -3.726 1.483
H 1.437 -2.290 4.489
H 1.383 -0.272 3.050
H 2.400 -0.212 -0.455
H 1.821 0.790 0.913
H 2.158 -2.692 -0.379
H 2.233 -4.705 1.059
*
```

[3]
Below is C26H14Cl2LaN9O2 as an isolated structure, with properties calculated with ωB97M-V with the def2-TZVPD basis set.

Calculated values
orbital gap = 0.2231 hartree
HOMO energy = -7.82 eV
LUMO level = -1.75 eV

The geometry in ORCA input format:
```
! wB97M-V def2-TZVPD RIJCOSX def2/J DEFGRID3
* xyz 0 1
La 0.475 0.183 0.032
Cl -0.397 -0.814 7.140
C 0.043 -1.103 5.484
C -0.055 -0.048 4.585
C 0.271 -0.214 3.249
N 0.182 0.835 2.272
C 0.072 2.148 2.608
O -0.007 2.660 3.713
C 0.095 3.129 1.418
C 0.497 4.433 1.666
C 0.535 5.324 0.611
C 0.157 4.901 -0.658
C -0.228 3.588 -0.813
N -0.260 2.713 0.199
C 0.727 -1.483 2.806
C 0.830 -2.519 3.721
C 0.483 -2.335 5.054
Cl 0.626 -3.692 6.132
N 1.062 -1.619 1.413
C 1.813 -2.651 0.935
O 2.271 -3.613 1.531
C 2.172 -2.562 -0.565
C 3.279 -3.273 -1.005
C 3.639 -3.173 -2.335
C 2.884 -2.382 -3.193
C 1.796 -1.718 -2.673
N 1.443 -1.802 -1.386
H -0.386 0.915 4.937
H 0.761 4.706 2.677
H 0.859 6.346 0.772
H 0.170 5.567 -1.510
H -0.510 3.208 -1.788
H 1.191 -3.481 3.399
H 3.817 -3.875 -0.288
H 4.506 -3.706 -2.705
H 3.131 -2.277 -4.240
H 1.178 -1.090 -3.305
N -6.081 -2.818 -3.516
C -5.150 -2.374 -3.010
C -3.971 -1.811 -2.370
C -3.200 -0.876 -3.044
C -2.091 -0.370 -2.393
N -1.746 -0.744 -1.160
C -2.490 -1.651 -0.524
C -3.620 -2.212 -1.093
H -3.454 -0.550 -4.042
H -1.460 0.364 -2.882
H -2.174 -1.939 0.473
H -4.203 -2.942 -0.549
N 6.527 2.481 -0.898
C 5.376 2.582 -0.884
N 4.060 2.791 -0.870
C 3.156 1.934 -0.998
N 2.192 1.250 -1.107
*
```

[4]
Below is C26H15Cl2N8O11Tl as an isolated structure, with properties calculated with ωB97M-V with the def2-TZVPD basis set.

Calculated values
orbital gap = 0.2578 hartree
HOMO energy = -2.90 eV
energy relative to the best compared isomer or geometry (same formula, charge and spin) = 13.31 kcal/mol
LUMO level = 4.12 eV

The geometry in ORCA input format:
```
! wB97M-V def2-TZVPD RIJCOSX def2/J DEFGRID3
* xyz -2 1
Tl 0.156 -0.281 -0.260
Cl -6.154 0.268 -3.195
C -4.900 -0.211 -2.079
C -3.769 0.586 -1.973
C -2.751 0.253 -1.090
N -1.578 0.994 -0.932
C -1.457 2.291 -1.180
O -2.297 3.088 -1.615
C -0.083 2.845 -0.825
C 0.342 4.028 -1.413
C 1.596 4.515 -1.095
C 2.370 3.834 -0.164
C 1.862 2.675 0.392
N 0.668 2.181 0.054
C -2.878 -0.914 -0.293
C -4.016 -1.702 -0.415
C -5.024 -1.351 -1.302
Cl -6.440 -2.367 -1.397
N -1.822 -1.168 0.582
C -1.903 -1.891 1.687
O -2.827 -2.602 2.110
C -0.673 -1.749 2.581
C -0.435 -2.688 3.574
C 0.677 -2.527 4.384
C 1.493 -1.422 4.200
C 1.176 -0.529 3.191
N 0.119 -0.691 2.392
H -3.680 1.480 -2.570
H -0.318 4.516 -2.115
H 1.974 5.414 -1.571
H 3.359 4.175 0.114
H 2.438 2.110 1.116
H -4.116 -2.582 0.199
H -1.131 -3.507 3.684
H 0.907 -3.257 5.151
H 2.379 -1.265 4.801
H 1.796 0.337 3.005
O 4.283 0.400 1.244
C 3.481 0.007 0.388
O 2.341 -0.521 0.648
C 3.883 0.091 -1.065
C 5.214 -0.041 -1.354
C 5.684 -0.004 -2.670
C 4.799 0.230 -3.712
C 3.474 0.422 -3.435
C 2.908 0.326 -2.107
O 1.678 0.475 -1.908
N 2.625 0.771 -4.578
O 1.828 1.675 -4.443
O 2.870 0.230 -5.649
N 7.086 -0.155 -2.948
O 7.481 0.017 -4.098
O 7.855 -0.307 -2.006
H 5.913 -0.173 -0.539
H 5.149 0.276 -4.732
N 0.922 -2.682 -0.157
N 0.546 -3.365 -1.312
C -0.367 -2.738 -2.217
O -0.924 -3.502 -3.006
O -0.457 -1.472 -2.130
H 1.922 -2.598 -0.057
H 0.511 -3.064 0.687
H 0.371 -4.351 -1.214
*
```

Number 1: E_tot -19917.8669 hartree. Number 2: E_tot -5020.4243 hartree. Number 3: E_tot -2594.6035 hartree. Number 4: E_tot -3358.3978 hartree.